Entry 1:
C25H31Br2N5NiO7 | ωB97M-V with the def2-TZVPD basis set

Results
expectation value of S² = 2.004
molecular weight = 732.1 u
E_HOMO (alpha / beta) = -0.2615 / -0.2608 hartree
LUMO level (alpha / beta) = 0.18 / 0.18 eV
2S+1 = 3
Kohn-Sham gap (alpha / beta) = 7.30 / 7.28 eV

Structure (XYZ):
```
71
Properties=species:S:1:pos:R:3:forces:R:3
Ni -0.974 -0.018 0.341 -0.54 -0.07 -0.26
C 0.258 -5.503 1.100 0.48 0.23 0.53
N -0.595 -4.342 0.989 -1.28 -0.23 -0.20
C -1.986 -4.557 1.482 0.93 0.95 0.34
C -0.224 -3.122 0.574 1.31 -0.10 -0.17
O -0.963 -2.153 0.603 -0.33 0.51 0.17
C 1.226 -2.989 0.040 0.11 -0.63 -0.28
O 1.558 -1.709 -0.427 -0.28 0.01 -0.85
C 1.500 -1.546 -1.855 -0.02 -1.68 -0.20
C 0.300 -0.702 -2.321 1.23 -1.02 -0.32
O -0.203 0.059 -1.528 -0.93 0.91 0.31
N -0.089 -0.776 -3.606 0.00 0.49 -0.41
C -1.153 0.143 -4.046 0.25 -0.03 1.56
C 0.683 -1.376 -4.686 0.49 -0.71 0.58
H -0.051 -6.344 0.493 -0.22 0.00 -0.47
H 1.310 -5.285 0.916 -0.23 0.01 -0.08
H 0.179 -5.832 2.128 0.17 -0.25 0.36
H -2.363 -5.514 1.154 0.03 -0.26 -0.22
H -1.960 -4.530 2.584 -0.17 -0.05 -0.33
H -2.612 -3.743 1.116 0.06 -0.18 0.06
H 1.960 -3.293 0.801 -0.29 0.40 0.10
H 1.360 -3.749 -0.752 -0.14 0.23 0.08
H 2.404 -1.032 -2.206 -0.10 -0.01 0.34
H 1.508 -2.591 -2.329 -0.10 1.45 0.51
H -2.065 -0.098 -3.528 -0.47 -0.28 0.16
H -0.926 1.155 -3.735 0.25 0.33 -0.19
H -1.318 0.077 -5.089 0.09 -0.13 -0.98
H 1.376 -2.161 -4.291 -0.67 0.69 -0.49
H -0.036 -1.828 -5.367 0.21 -0.17 -0.10
H 1.274 -0.633 -5.237 -0.10 -0.06 0.17
Br -4.966 -1.309 -2.857 0.28 0.27 0.12
C -4.421 0.377 -2.129 0.23 -0.61 0.19
C -5.201 1.488 -2.441 0.20 1.29 0.53
C -4.946 2.735 -1.889 -0.24 -1.06 0.29
Br -6.248 4.099 -2.019 -0.04 0.17 -0.31
C -3.881 2.894 -0.971 0.70 -0.66 -0.29
C -3.470 4.110 -0.410 0.98 -0.79 0.33
C -2.337 4.155 0.368 -0.73 -0.46 0.26
C -1.685 2.944 0.683 0.11 0.80 0.08
N -2.031 1.795 0.169 0.29 0.12 0.10
C -3.084 1.756 -0.670 -0.67 -0.49 -0.68
C -3.364 0.418 -1.206 0.12 0.39 0.53
O -2.660 -0.556 -0.765 -0.33 -0.01 -0.20
H -6.053 1.404 -3.084 -0.26 -0.26 -0.26
H -4.040 4.962 -0.631 -0.54 1.18 -0.16
H -2.032 5.074 0.838 0.19 0.10 -0.01
H -0.868 2.953 1.387 0.23 -0.11 0.01
C 3.955 -0.828 2.198 0.32 -0.31 -0.13
C 4.122 0.641 1.915 -0.07 1.36 1.26
C 2.869 1.548 2.100 0.19 -0.09 -1.02
C 3.294 3.012 1.770 -0.80 -0.60 -0.21
C 2.078 3.946 1.627 1.84 -0.07 0.50
C 2.410 1.471 3.537 0.38 -0.42 -0.60
O 3.156 1.717 4.459 -0.39 0.11 0.19
N 1.126 1.035 3.687 -0.84 -0.11 0.64
C 0.228 0.667 2.684 -0.06 0.04 0.39
O -0.936 0.390 2.978 0.21 -0.12 0.06
N 0.641 0.613 1.422 -0.23 -0.12 -1.29
C 1.849 1.094 1.019 0.35 0.35 0.37
O 2.167 1.200 -0.154 -0.07 -0.16 0.26
H 4.935 -1.337 2.258 -0.47 0.18 -0.25
H 3.338 -1.259 1.410 0.11 -0.25 -0.12
H 3.455 -1.030 3.132 -0.20 0.07 0.51
H 4.425 0.808 0.906 0.34 -0.01 -0.79
H 4.843 1.153 2.572 0.16 -0.61 -0.12
H 3.884 2.950 0.850 -0.22 0.21 0.01
H 3.941 3.371 2.557 0.21 0.01 0.30
H 1.441 3.661 0.845 -0.95 -0.58 -1.15
H 2.445 4.927 1.390 0.06 0.66 -0.04
H 1.534 4.003 2.546 -0.45 0.05 0.68
H 0.708 0.942 4.600 0.29 0.18 0.27
```
Positions in Å, forces in eV/Å.


Entry 2:
C25H31F5INO2RuSiTe2 | ωB97M-V with the def2-TZVPD basis set

Results
expectation value of S² = 0.757
molecular weight = 983.8 u
E_HOMO (alpha / beta) = -0.1862 / -0.1842 hartree
LUMO level (alpha / beta) = 1.88 / 1.85 eV
2S+1 = 2
total charge = -1
Kohn-Sham gap (alpha / beta) = 6.95 / 6.86 eV

Structure (XYZ):
```
69
Properties=species:S:1:pos:R:3:forces:R:3
Ru 0.017 0.420 0.677 -0.13 -0.28 0.30
C -1.176 -3.861 2.295 0.04 -0.03 0.07
Si -0.985 -2.989 0.653 -0.03 0.02 0.04
C -2.620 -2.313 0.134 -0.12 -0.02 0.07
C -0.277 -4.109 -0.669 0.04 -0.08 -0.05
N 0.139 -1.623 0.894 -0.59 -0.14 -0.33
C 1.316 -1.634 1.385 0.70 -0.11 0.23
C 2.143 -2.817 1.624 -0.46 0.05 -0.22
C 3.386 -2.808 2.109 0.51 0.07 0.21
C 4.252 -1.680 2.463 0.01 -0.34 0.10
C 4.158 -0.428 2.019 -0.01 0.09 -0.10
C 3.098 0.062 1.074 -0.05 0.01 0.21
O 3.384 1.390 0.661 -0.19 0.10 -0.12
C 3.087 2.457 1.456 0.10 -0.10 0.07
C 2.908 2.392 2.830 -0.06 0.01 0.13
C 2.609 3.555 3.534 0.02 -0.07 0.02
C 2.507 4.773 2.886 0.00 0.06 -0.02
C 2.713 4.830 1.511 -0.03 -0.04 0.01
C 3.008 3.681 0.803 -0.04 0.11 -0.06
H -1.865 -4.707 2.201 0.05 0.06 -0.01
H -1.597 -3.154 3.017 0.04 -0.04 -0.04
H -0.231 -4.235 2.699 -0.05 0.02 -0.02
H -3.389 -3.091 0.211 0.06 0.06 0.00
H -2.586 -1.957 -0.895 -0.01 -0.01 0.00
H -2.900 -1.478 0.783 0.00 -0.05 -0.05
H -1.075 -4.707 -1.123 0.04 0.02 0.04
H 0.478 -4.798 -0.280 -0.03 0.06 -0.06
H 0.180 -3.508 -1.460 -0.03 -0.03 0.04
H 1.702 -3.782 1.395 -0.05 0.04 0.00
H 3.836 -3.786 2.264 0.03 0.06 0.02
H 5.089 -1.926 3.108 -0.03 -0.03 -0.02
H 4.906 0.296 2.326 -0.04 0.00 -0.01
H 2.976 1.451 3.360 -0.01 0.07 -0.03
H 2.442 3.494 4.604 0.00 0.00 -0.04
H 2.250 5.668 3.439 0.01 -0.03 -0.02
H 2.601 5.767 0.981 0.02 -0.01 0.01
H 3.136 3.696 -0.272 -0.01 0.01 0.01
I -1.489 0.484 2.846 -0.11 -0.01 0.17
C 1.702 -0.223 1.643 0.29 0.14 -0.11
H 3.180 -0.496 0.137 -0.02 -0.04 -0.02
H 1.630 -0.029 2.714 -0.04 0.03 0.06
F -0.234 4.853 -0.919 0.15 0.08 0.20
Te -0.664 2.960 -1.017 0.06 0.55 -0.77
F -1.803 3.445 -2.494 -0.19 -0.04 -0.14
F 0.121 2.579 0.853 0.05 -0.34 -0.18
F 0.975 0.204 -1.047 -0.01 0.08 0.05
F -2.108 3.480 0.032 -0.13 0.02 0.17
O -1.648 1.119 -0.860 0.19 0.09 0.22
C -6.992 2.712 -4.960 0.04 -0.02 0.02
C -5.739 2.094 -4.394 -0.04 0.02 -0.03
C -5.700 1.602 -3.101 0.00 -0.03 0.06
C -4.547 1.033 -2.557 0.00 -0.01 0.07
C -4.588 0.533 -1.136 -0.02 0.08 -0.10
C -3.392 0.972 -3.345 -0.02 0.02 0.01
Te -1.566 0.194 -2.596 0.06 -0.08 -0.02
C -3.409 1.468 -4.658 0.02 0.01 -0.04
C -2.175 1.470 -5.528 -0.08 0.05 0.03
C -4.584 2.011 -5.162 0.03 -0.01 -0.05
H -7.797 2.715 -4.224 0.03 0.00 -0.02
H -7.341 2.165 -5.840 0.01 0.01 0.02
H -6.813 3.745 -5.267 0.00 -0.03 0.01
H -6.591 1.660 -2.482 0.05 0.00 -0.03
H -5.618 0.453 -0.787 0.01 0.01 -0.03
H -4.039 1.200 -0.471 -0.01 -0.01 -0.01
H -4.116 -0.445 -1.053 -0.01 0.00 -0.01
H -1.411 2.115 -5.088 0.00 -0.02 0.00
H -2.413 1.837 -6.528 0.00 0.00 0.05
H -1.739 0.475 -5.636 0.00 -0.02 -0.01
H -4.590 2.397 -6.179 0.00 -0.02 0.05
```
Positions in Å, forces in eV/Å.


Entry 3:
C25H31N3O4 | ωB97M-V with the def2-TZVPD basis set

Results
molecular weight = 437.5 u
energy relative to the best compared isomer or geometry (same formula, charge and spin) = 99.8 kJ/mol
E_HOMO = -0.2850 hartree
LUMO level = 0.61 eV
Kohn-Sham gap = 8.36 eV

Structure (XYZ):
```
63
Properties=species:S:1:pos:R:3:forces:R:3
C -3.986 8.676 -1.303 -0.16 0.08 0.09
H -4.939 8.372 -1.749 0.03 0.00 0.03
O -2.898 8.029 -1.915 0.23 -0.20 -0.12
C -2.834 6.667 -1.852 0.05 -0.12 -0.04
C -1.737 6.074 -2.477 -0.22 0.17 0.14
C -1.570 4.708 -2.473 0.11 0.02 -0.06
C -2.505 3.882 -1.845 -0.14 0.40 -0.05
C -3.599 4.474 -1.225 0.17 -0.26 -0.10
C -3.765 5.850 -1.225 -0.02 0.41 -0.01
H -4.629 6.264 -0.730 -0.06 0.07 0.03
H -4.347 3.874 -0.733 -0.05 -0.09 0.05
N -2.350 2.487 -1.826 -0.06 -0.09 0.31
C -1.540 1.755 -2.637 0.10 -0.46 -0.15
O -0.825 2.165 -3.522 0.15 0.06 -0.19
C -1.708 0.286 -2.267 0.03 0.01 -0.08
C -2.407 0.310 -0.908 0.01 0.25 0.09
H -3.120 -0.510 -0.795 0.04 0.07 0.01
C -1.390 0.216 0.235 -0.49 -0.14 -0.25
O -1.189 1.110 1.028 0.13 0.31 0.20
N -0.775 -0.983 0.295 0.27 -0.49 0.00
H -0.850 -1.630 -0.480 -0.03 0.20 -0.01
C 0.394 -1.209 1.111 0.02 -0.06 0.14
H 0.729 -0.235 1.487 0.00 -0.13 -0.07
C 1.460 -1.834 0.205 -0.31 0.48 0.36
O 1.177 -2.283 -0.889 -0.03 -0.27 -0.33
N 2.699 -1.840 0.721 0.42 0.07 0.08
H 2.851 -1.478 1.649 -0.13 0.05 -0.04
C 3.800 -2.551 0.092 0.08 -0.04 -0.09
C 3.864 -3.975 0.604 -0.06 -0.07 -0.17
C 3.901 -4.235 1.969 0.03 -0.01 -0.07
C 3.944 -5.537 2.435 0.01 0.04 0.12
C 3.952 -6.594 1.542 0.00 -0.11 -0.03
C 3.916 -6.344 0.182 0.02 -0.12 0.00
C 3.869 -5.041 -0.284 0.03 0.12 0.04
H 3.830 -4.848 -1.346 -0.03 0.04 -0.13
H 3.920 -7.165 -0.520 -0.01 -0.07 -0.06
H 3.985 -7.610 1.907 0.00 -0.08 0.03
H 3.970 -5.725 3.499 0.01 -0.02 0.08
H 3.896 -3.419 2.677 -0.01 0.09 0.10
C 5.109 -1.807 0.339 -0.22 -0.03 -0.15
H 5.039 -0.788 -0.035 0.02 0.10 -0.02
H 5.339 -1.779 1.402 0.07 0.01 0.13
H 5.922 -2.314 -0.174 0.10 -0.04 0.01
H 3.575 -2.568 -0.979 0.06 -0.02 0.18
C 0.098 -2.141 2.310 -0.18 0.04 -0.06
C -0.953 -1.508 3.217 0.29 -0.02 -0.06
H -1.898 -1.412 2.688 -0.13 0.02 -0.05
H -1.111 -2.124 4.099 -0.05 -0.06 0.09
H -0.643 -0.516 3.533 -0.03 0.13 0.07
C -0.350 -3.522 1.839 0.26 0.16 0.11
H 0.399 -3.977 1.193 0.03 -0.15 -0.08
H -1.285 -3.450 1.289 -0.13 -0.02 -0.07
H -0.505 -4.176 2.694 -0.05 -0.08 0.05
H 1.029 -2.253 2.878 0.00 0.02 -0.03
C -3.105 1.673 -0.893 -0.22 -0.13 0.27
H -3.059 2.113 0.107 -0.07 -0.05 -0.14
H -4.150 1.587 -1.213 0.05 0.00 0.05
H -0.739 -0.211 -2.267 -0.02 0.02 -0.06
H -2.328 -0.187 -3.033 0.03 0.03 -0.02
H -0.718 4.271 -2.965 0.02 -0.01 -0.01
H -1.016 6.713 -2.962 0.10 0.07 -0.06
H -4.013 8.486 -0.225 -0.01 0.00 -0.04
H -3.832 9.740 -1.476 -0.06 -0.06 0.04
```
Positions in Å, forces in eV/Å.


Entry 4:
C25H31N5O5 | ωB97M-V with the def2-TZVPD basis set

Results
molecular weight = 481.6 u
energy relative to the best compared isomer or geometry (same formula, charge and spin) = 261.0 kJ/mol
E_HOMO = -0.2717 hartree
LUMO level = 0.05 eV
Kohn-Sham gap = 7.44 eV

Structure (XYZ):
```
66
Properties=species:S:1:pos:R:3:forces:R:3
C -5.360 -1.379 2.898 -0.04 0.08 0.05
O -4.908 -1.973 1.711 0.11 -0.21 -0.24
C -5.833 -1.854 0.653 -0.07 0.05 -0.18
C -5.261 -2.553 -0.580 -0.36 -0.01 0.38
N -3.962 -1.998 -0.924 -0.21 0.00 -0.02
C -2.848 -2.762 -0.605 0.35 0.08 -0.14
O -2.928 -3.893 -0.186 -0.02 -0.31 0.18
N -1.636 -2.159 -0.817 0.27 -0.28 0.14
C -1.471 -0.909 -1.351 -0.34 0.61 -0.28
C -0.206 -0.364 -1.563 0.08 0.13 -0.05
C -0.073 0.894 -2.128 -0.35 -0.39 0.05
C -1.209 1.621 -2.500 0.08 0.03 0.04
C -2.460 1.087 -2.290 -0.06 -0.18 0.11
C -2.606 -0.174 -1.713 0.42 0.14 -0.04
C -3.941 -0.730 -1.478 0.08 0.03 -0.07
O -4.974 -0.145 -1.740 -0.03 0.04 -0.02
H -3.355 1.621 -2.571 -0.07 0.04 -0.03
H -1.113 2.581 -2.984 0.01 0.08 -0.05
C 1.316 1.385 -2.378 -0.03 0.17 0.01
O 2.240 0.619 -2.582 0.05 -0.27 -0.05
N 1.476 2.729 -2.356 -0.14 0.24 -0.02
H 0.704 3.321 -2.093 -0.03 -0.17 0.01
C 2.754 3.355 -2.592 0.38 0.16 0.18
H 2.640 4.126 -3.361 0.08 -0.07 0.00
H 3.415 2.574 -2.972 -0.06 0.14 -0.03
C 3.380 4.018 -1.342 -0.07 -0.12 -0.31
N 3.638 3.183 -0.194 -0.03 -0.02 0.04
C 4.385 1.969 -0.487 0.12 -0.16 0.18
C 4.797 1.296 0.829 0.13 0.03 -0.29
N 3.669 1.040 1.700 0.31 0.11 0.22
C 2.872 -0.088 1.494 -0.16 -0.34 0.09
C 3.059 -0.987 0.440 0.02 0.16 0.06
C 2.239 -2.085 0.289 -0.26 -0.26 0.24
C 1.202 -2.336 1.184 0.18 0.01 -0.17
C 1.043 -1.488 2.271 -0.23 -0.22 -0.08
C 1.869 -0.391 2.418 0.09 0.11 -0.11
H 1.732 0.236 3.285 0.02 0.05 0.07
H 0.280 -1.669 3.011 -0.08 -0.04 0.05
O 0.386 -3.404 0.888 0.36 0.14 -0.22
C -0.518 -3.845 1.878 -0.24 -0.19 0.23
H -1.034 -4.701 1.446 0.00 0.09 0.09
H -1.261 -3.079 2.120 0.01 -0.01 -0.02
H 0.010 -4.144 2.787 0.03 0.05 -0.02
H 2.383 -2.762 -0.540 0.02 -0.08 -0.11
H 3.832 -0.834 -0.294 0.06 0.08 -0.09
C 2.989 2.292 1.965 -0.40 0.27 -0.18
C 2.492 2.906 0.650 0.01 -0.05 0.40
H 1.972 3.846 0.852 -0.04 -0.02 -0.02
H 1.780 2.197 0.193 0.01 0.10 0.08
H 2.148 2.142 2.639 0.07 0.02 0.03
H 3.702 2.974 2.436 -0.08 0.01 0.01
H 5.333 0.367 0.633 0.03 0.03 0.01
H 5.468 1.969 1.374 0.02 -0.07 -0.08
H 5.280 2.247 -1.049 0.03 -0.06 -0.05
H 3.797 1.260 -1.087 0.11 0.10 -0.02
H 2.739 4.841 -1.012 0.06 0.05 -0.03
H 4.337 4.443 -1.661 -0.08 0.10 -0.06
H 0.681 -0.918 -1.295 0.07 -0.03 -0.01
H -0.820 -2.698 -0.525 -0.21 0.03 0.01
H -5.110 -3.612 -0.373 -0.07 0.16 -0.09
H -5.941 -2.410 -1.422 0.06 -0.06 0.09
H -6.018 -0.793 0.428 -0.02 -0.15 0.05
H -6.791 -2.324 0.922 0.07 0.03 -0.05
H -5.535 -0.304 2.764 0.01 -0.03 0.03
H -4.579 -1.531 3.640 -0.06 0.05 0.06
H -6.290 -1.844 3.247 0.03 0.02 0.02
```
Positions in Å, forces in eV/Å.


- Number 2 is which compound?
  C25H31F5INO2RuSiTe2


- Which value of molecular weight does entry 2 give?
  983.8 u


- Look up the molecular weight of the fourth one.
  481.6 u


- Number 1 is which compound?
  C25H31Br2N5NiO7